# 1
DFT (ωB97M-V with the def2-TZVPD basis set) results for a cluster of 2 separate species, C4H14NO in total at a distorted geometry.

Each line ends with the Mulliken charge.
Atoms and positions in Å:
C -1.341 -1.106 -0.147  -1.471
C 0.184 -1.025 -0.135  0.499
N 0.664 0.247 0.575  -0.080
C 0.181 0.384 2.027  -0.834
C 0.758 -1.102 -1.518  -1.413
H -1.836 -0.266 -0.641  0.335
H -1.590 -2.003 -0.710  0.413
H -1.786 -1.208 0.840  0.452
H 0.494 -1.882 0.468  0.255
H 0.115 0.966 0.065  0.380
H 1.676 0.230 0.495  0.344
H -0.885 0.224 1.960  0.355
H 0.464 1.409 2.249  0.335
H 0.704 -0.340 2.640  0.341
H 0.242 -0.529 -2.293  0.327
H 1.776 -0.691 -1.536  0.403
H 0.941 -2.088 -1.950  0.398
H -1.040 2.906 -0.921  0.330
H 0.410 3.320 -0.614  0.322
O -0.128 2.553 -0.855  -0.692

Summary:
Net charge: +1
HOMO level: -16.20 eV
Gap between HOMO and LUMO: 13.19 eV
Calculated total energy: -7906.423 eV

=====

# 2
DFT (ωB97M-V with the def2-TZVPD basis set) results for a cluster of 2 separate species, C4H14NO in total at a distorted geometry.

Each line ends with the Löwdin spin population.
Atoms and positions in Å:
C -0.024 -0.097 -2.323  0.150
C 0.987 0.335 -1.160  0.079
N 0.168 0.568 0.093  0.107
C -0.390 -0.769 0.694  0.157
C -1.898 -1.033 0.408  0.174
H 0.419 0.477 -3.067  0.032
H -1.156 -0.068 -2.266  0.010
H 0.197 -1.176 -2.480  0.017
H 1.844 -0.393 -0.954  0.002
H 1.298 1.366 -1.365  0.001
H -0.689 1.164 -0.097  0.002
H 0.631 1.043 0.997  0.023
H -0.268 -0.534 1.760  0.095
H 0.336 -1.517 0.721  0.014
H -2.054 -1.826 -0.423  0.071
H -2.423 -1.430 1.271  0.039
H -2.343 0.004 0.401  0.003
H 2.121 0.603 2.485  0.001
H 1.641 1.927 3.041  0.001
O 1.601 1.357 2.266  0.021

Summary:
Net charge: +2
HOMO level (spin up / spin down): -20.82 / -20.66 eV
Gap between HOMO and LUMO (spin up / spin down): 13.68 / 4.71 eV
Spin multiplicity: 2
Calculated total energy: -7889.062 eV

=====

# 3
DFT (ωB97M-V with the def2-TZVPD basis set) results for a cluster of 2 separate species, C4H14NO2 in total at a distorted geometry.

Each line ends with the Löwdin spin population.
Atoms and positions in Å:
C 0.720 0.755 0.609  0.052
C -0.004 0.057 -0.453  0.081
C -1.401 -0.577 -0.060  0.032
C -1.515 -1.629 0.995  0.044
O -1.722 -1.057 -1.375  0.048
N 0.870 -0.976 -1.136  0.203
H -0.041 1.533 0.880  0.005
H 1.042 0.122 1.461  0.014
H 1.670 1.236 0.401  0.018
H -0.223 0.796 -1.231  0.020
H -2.079 0.200 0.230  0.004
H -1.906 -1.287 1.967  0.003
H -2.094 -2.506 0.593  0.004
H -0.526 -2.092 1.201  0.030
H -2.729 -1.265 -1.374  0.008
H 0.231 -1.447 -1.862  0.086
H 1.748 -0.621 -1.652  0.187
H 1.205 -1.731 -0.496  0.148
H 2.186 3.768 1.669  0.001
H 3.131 2.721 1.644  0.001
O 2.410 3.029 1.122  0.012

Summary:
Net charge: 0
HOMO level (spin up / spin down): -3.16 / -11.04 eV
Gap between HOMO and LUMO (spin up / spin down): 3.81 / 11.55 eV
Spin multiplicity: 2
Calculated total energy: -9956.149 eV

=====

# 4
DFT (ωB97M-V with the def2-TZVPD basis set) results for a cluster of 2 separate species, C4H14NO2 in total at a distorted geometry.

Each line ends with the Mulliken charge.
Atoms and positions in Å:
C 1.138 0.788 -0.884  -1.566
C 0.138 0.690 0.206  0.116
C -1.310 0.898 -0.171  0.403
C -1.642 0.236 -1.432  -1.309
O -2.188 0.421 1.026  -0.563
N 0.440 -0.626 0.915  -0.289
H 1.101 1.685 -1.409  0.388
H 1.142 -0.114 -1.581  0.394
H 2.181 0.826 -0.403  0.464
H 0.340 1.361 1.066  0.273
H -1.594 2.026 -0.228  0.243
H -1.094 0.379 -2.388  0.322
H -2.705 0.291 -1.544  0.399
H -1.507 -0.902 -1.322  0.314
H -3.075 0.104 0.720  0.329
H 0.254 -0.777 1.869  0.307
H 1.497 -0.827 0.656  0.416
H -0.144 -1.326 0.482  0.352
H 3.698 -1.827 0.437  0.310
H 2.389 -2.504 0.159  0.294
O 2.751 -1.632 0.319  -0.595

Summary:
Net charge: +1
HOMO level: -14.49 eV
Gap between HOMO and LUMO: 11.27 eV
Calculated total energy: -9952.898 eV

=====

# 5
DFT (ωB97M-V with the def2-TZVPD basis set) results for a cluster of 3 separate species, C4H14NO2 in total at a distorted geometry.

Each line ends with the Mulliken charge.
Atoms and positions in Å:
C -0.765 -1.464 1.942  -0.866
C 0.383 -0.448 1.502  -0.529
C -0.078 0.694 0.563  0.517
C -0.110 2.004 0.775  -1.127
N -0.549 0.210 -0.866  -0.263
H -1.284 -1.096 2.877  0.328
H -1.546 -1.576 1.131  0.262
H -0.238 -2.488 2.101  0.235
H 0.680 0.094 2.434  0.341
H 1.296 -1.021 1.124  0.297
H 0.615 2.402 1.456  0.273
H -0.557 2.777 0.198  0.418
H -0.864 0.990 -1.555  0.395
H -1.279 -0.539 -0.537  0.334
H 0.289 -0.020 -1.441  0.355
H 2.050 2.050 -2.384  0.270
H 1.182 2.862 -1.675  0.230
O 1.357 2.036 -1.814  -0.493
H 0.420 -2.799 -1.537  0.286
H -0.835 -3.427 -1.088  0.287
O -0.440 -2.585 -1.153  -0.548

Summary:
Net charge: +1
HOMO level: -14.02 eV
Gap between HOMO and LUMO: 10.87 eV
Calculated total energy: -9951.686 eV

=====

# 6
DFT (ωB97M-V with the def2-TZVPD basis set) results for a cluster of 3 separate species, C4H14NO2S in total at a distorted geometry.

Each line ends with the Löwdin spin population.
Atoms and positions in Å:
C -0.059 1.271 -1.576  0.001
N 0.131 0.858 -0.189  0.006
C -1.090 0.169 0.270  0.005
C -0.888 -1.010 1.325  0.103
S 0.743 -1.761 1.322  0.814
C 1.116 2.119 -2.037  0.000
H -1.043 1.722 -1.675  0.000
H -0.145 0.413 -2.270  0.000
H 0.851 0.177 0.014  0.001
H -1.938 0.743 0.648  0.000
H -1.491 -0.373 -0.600  0.002
H -1.024 -0.547 2.308  0.033
H -1.731 -1.677 1.166  0.008
H 1.173 3.040 -1.459  0.000
H 1.015 2.337 -3.100  0.000
H 2.063 1.595 -1.905  0.000
H 0.004 2.244 1.079  0.000
H -0.355 2.716 2.510  0.000
O 0.108 2.969 1.715  0.000
H -0.511 -3.023 -0.928  0.014
H -0.449 -2.410 -2.325  0.000
O -0.768 -3.198 -1.838  0.013

Summary:
Net charge: 0
HOMO level (spin up / spin down): -9.58 / -9.54 eV
Gap between HOMO and LUMO (spin up / spin down): 10.15 / 6.78 eV
Spin multiplicity: 2
Calculated total energy: -20793.628 eV

=====

# 7
DFT (ωB97M-V with the def2-TZVPD basis set) results for a cluster of 4 separate species, C4H14NO3 in total at a distorted geometry.

Each line ends with the Löwdin spin population.
Atoms and positions in Å:
O -0.119 0.387 1.234  0.261
C 0.389 -0.796 1.315  0.092
C 0.527 -1.624 0.182  0.391
C -2.919 0.302 0.365  0.002
C -2.480 0.745 -1.205  0.000
N 0.783 -1.156 -1.110  0.177
H 0.610 -1.207 2.335  0.001
H 0.689 -2.718 0.223  0.025
H -2.633 1.062 1.136  0.001
H -2.269 -0.622 0.630  0.002
H -2.651 1.783 -1.536  0.000
H -3.285 0.131 -1.851  0.000
H -1.418 0.448 -1.468  0.000
H 0.185 -1.440 -1.955  0.009
H 1.804 -0.781 -1.206  0.016
H -4.037 0.142 0.488  0.000
H 3.421 0.555 0.239  0.001
H 4.311 -0.040 -0.993  0.000
O 3.451 0.091 -0.652  0.002
H 2.413 1.540 1.798  0.000
H 1.152 1.343 1.058  0.005
O 2.076 1.855 0.972  0.015

Summary:
Net charge: 0
HOMO level (spin up / spin down): -9.02 / -9.72 eV
Gap between HOMO and LUMO (spin up / spin down): 9.63 / 8.04 eV
Spin multiplicity: 2
Calculated total energy: -12004.121 eV

=====

# 8
DFT (ωB97M-V with the def2-TZVPD basis set) results for a cluster of 3 separate species, C4H14NO3 in total at a distorted geometry.

Each line ends with the Mulliken charge.
Atoms and positions in Å:
C 0.318 -1.242 -0.662  -0.496
C -1.056 -0.930 -1.245  -0.794
C -2.109 -0.506 -0.201  -0.591
C -2.216 0.974 -0.063  0.093
O -1.208 1.647 -0.006  -0.592
N 0.896 0.027 -0.087  -0.060
H 0.314 -1.989 0.117  0.326
H 0.950 -1.570 -1.463  0.334
H -0.926 -0.189 -2.025  0.385
H -1.418 -1.837 -1.703  0.373
H -3.044 -0.993 -0.438  0.374
H -1.914 -1.008 0.756  0.275
H -3.198 1.464 -0.054  0.400
H 0.227 0.808 0.035  0.355
H 1.792 0.383 -0.457  0.385
H 1.247 -0.253 0.833  0.274
H 2.664 2.861 -0.633  0.300
H 3.614 1.964 -1.497  0.305
O 2.787 1.976 -0.993  -0.636
H 0.285 -1.135 3.158  0.317
H 1.014 0.055 3.707  0.317
O 0.981 -0.508 2.923  -0.644

Summary:
Net charge: +1
HOMO level: -14.30 eV
Gap between HOMO and LUMO: 11.38 eV
Calculated total energy: -12001.654 eV

=====

# 9
DFT (ωB97M-V with the def2-TZVPD basis set) results for a cluster of 4 separate species, C4H14NO3 in total at a distorted geometry.

Each line ends with the Löwdin spin population.
Atoms and positions in Å:
O 1.275 0.576 0.556  -0.351
C 0.314 0.615 -0.241  -0.030
C 0.120 -0.304 -1.404  0.052
N -1.256 -0.657 -1.391  0.770
C -1.475 0.292 2.769  0.065
C 1.076 -1.592 -1.234  0.053
H -0.508 1.351 -0.129  -0.023
H 0.467 0.425 -2.250  0.025
H -1.556 -1.013 -2.325  0.014
H -0.519 0.709 2.338  -0.001
H -2.170 1.082 2.862  0.000
H -1.277 -0.248 3.743  0.026
H -1.879 -0.411 2.014  0.020
H 0.832 -1.996 -0.255  0.000
H 2.077 -1.256 -1.113  0.005
H 0.978 -2.369 -2.031  -0.001
H 4.431 0.994 -0.808  -0.007
H 3.039 0.678 -0.083  -0.003
O 3.695 0.360 -0.785  -0.496
H -2.894 1.752 -0.136  0.000
H -2.102 0.215 -0.406  0.009
O -2.667 0.797 0.309  0.870

Summary:
Net charge: +2
HOMO level (spin up / spin down): -18.90 / -20.10 eV
Gap between HOMO and LUMO (spin up / spin down): 4.63 / 6.27 eV
Spin multiplicity: 2
Calculated total energy: -11979.485 eV

=====

# 10
DFT (ωB97M-V with the def2-TZVPD basis set) results for the ion C4H14NOP2 with charge +1 at a distorted geometry.

Each line ends with the Mulliken charge.
Atoms and positions in Å:
C -1.495 -1.244 -0.843  -0.903
C -0.420 -2.082 1.147  -0.890
C 0.704 -0.217 -0.132  -0.486
C 0.265 1.323 -0.634  -0.547
N -0.622 -0.899 0.289  0.153
O 1.564 -0.199 0.911  -0.496
P -0.680 2.201 0.734  -0.047
P 1.797 2.254 -1.219  0.068
H -0.991 -1.962 -1.490  0.392
H -2.416 -1.692 -0.474  0.386
H -1.758 -0.364 -1.424  0.279
H -1.355 -2.328 1.653  0.400
H -0.103 -2.926 0.535  0.360
H 0.349 -1.884 1.894  0.346
H 1.143 -0.796 -0.944  0.474
H -0.391 1.212 -1.502  0.489
H -1.098 -0.171 0.854  0.292
H 1.333 0.482 1.565  0.408
H 0.396 2.946 1.228  0.090
H -1.096 3.242 -0.085  0.122
H 2.297 1.180 -1.957  0.055
H 2.575 1.923 -0.108  0.055

Summary:
Net charge: +1
HOMO level: -13.30 eV
Gap between HOMO and LUMO: 10.42 eV
Calculated total energy: -26482.301 eV
Structure (SMILES): C[NH+](C)[C@H](O)C(P)P

=====

# 11
DFT (ωB97M-V with the def2-TZVPD basis set) results for a structure of composition C4H14NOPb at a distorted geometry.

Each line ends with the Mulliken charge.
Atoms and positions in Å:
C -1.611 1.872 0.371  -1.270
Pb 0.014 0.030 -0.381  -0.063
N 1.429 -1.947 -0.695  -0.763
H 0.812 0.935 -1.710  -0.164
H 2.414 -1.685 -0.664  0.263
H -2.075 0.768 -0.004  0.259
H -2.081 2.623 -0.248  0.328
H -0.786 2.435 0.924  0.345
H -2.165 1.489 1.180  0.333
H 1.330 -2.685 0.023  0.283
H 1.309 -2.407 -1.582  0.287
C -0.924 0.518 3.785  -0.955
C 0.193 -0.279 3.174  0.242
C 1.135 -0.785 4.172  -0.967
O 0.334 -0.505 1.942  -0.639
H -0.710 0.427 4.841  0.382
H -1.926 0.130 3.601  0.201
H -0.819 1.586 3.525  0.164
H 1.300 -1.853 4.179  0.255
H 2.136 -0.225 4.086  0.154
H 0.703 -0.458 5.123  0.325

Summary:
Net charge: -1
HOMO level (spin up / spin down): -0.36 / -0.53 eV
Gap between HOMO and LUMO (spin up / spin down): 3.66 / 4.08 eV
Calculated total energy: -13153.933 eV

=====

# 12
DFT (ωB97M-V with the def2-TZVPD basis set) results for a cluster of 2 separate species, C4H14NOS in total at a distorted geometry.

Each line ends with the Mulliken charge.
Atoms and positions in Å:
C -1.392 -0.006 -1.359  -0.655
C -0.097 -0.869 -1.462  -0.408
C 1.139 0.143 -1.385  -0.729
S 1.679 0.536 0.232  -0.131
C 1.929 -1.275 0.784  -0.915
N -1.410 1.050 -0.160  -0.091
H -2.103 -0.745 -1.058  0.358
H -1.577 0.483 -2.289  0.381
H -0.146 -1.660 -0.733  0.256
H -0.185 -1.454 -2.341  0.387
H 2.088 -0.365 -1.857  0.332
H 0.882 1.033 -1.970  0.427
H 2.769 -1.541 0.102  0.311
H 2.246 -1.039 1.753  0.374
H 1.120 -1.926 0.748  0.326
H -1.640 2.032 -0.305  0.393
H -0.462 1.204 0.097  0.020
H -1.790 0.631 0.778  0.385
H -2.633 -0.937 2.300  0.343
H -2.631 0.098 3.547  0.394
O -2.800 0.037 2.396  -0.757

Summary:
Net charge: +1
HOMO level: -12.57 eV
Gap between HOMO and LUMO: 9.35 eV
Calculated total energy: -18739.789 eV

=====

Q: What is the calculated total energy in the first record?
A: -7906.423 eV

=====

What did the eighth record say?
DFT (ωB97M-V with the def2-TZVPD basis set) results for a cluster of 3 separate species, C4H14NO3 in total at a distorted geometry.

Each line ends with the Mulliken charge.
Atoms and positions in Å:
C 0.318 -1.242 -0.662  -0.496
C -1.056 -0.930 -1.245  -0.794
C -2.109 -0.506 -0.201  -0.591
C -2.216 0.974 -0.063  0.093
O -1.208 1.647 -0.006  -0.592
N 0.896 0.027 -0.087  -0.060
H 0.314 -1.989 0.117  0.326
H 0.950 -1.570 -1.463  0.334
H -0.926 -0.189 -2.025  0.385
H -1.418 -1.837 -1.703  0.373
H -3.044 -0.993 -0.438  0.374
H -1.914 -1.008 0.756  0.275
H -3.198 1.464 -0.054  0.400
H 0.227 0.808 0.035  0.355
H 1.792 0.383 -0.457  0.385
H 1.247 -0.253 0.833  0.274
H 2.664 2.861 -0.633  0.300
H 3.614 1.964 -1.497  0.305
O 2.787 1.976 -0.993  -0.636
H 0.285 -1.135 3.158  0.317
H 1.014 0.055 3.707  0.317
O 0.981 -0.508 2.923  -0.644

Summary:
Net charge: +1
HOMO level: -14.30 eV
Gap between HOMO and LUMO: 11.38 eV
Calculated total energy: -12001.654 eV

=====

Q: What is the calculated total energy in the fourth record?
A: -9952.898 eV

=====

Q: What is the net charge in the fourth record?
A: +1